# 1
{
  "formula": "C19H38N2O4S2",
  "method": "ωB97M-V with the def2-TZVPD basis set",
  "mol_weight_g_mol": 422.66,
  "e_lumo_ev": -0.560,
  "spin_multiplicity": 1,
  "total_charge": 0,
  "homo_lumo_gap_ev": 8.30,
  "species": ["C", "C", "C", "C", "N", "S", "N", "C", "C", "C", "S", "H", "H", "H", "H", "H", "H", "C", "C", "C", "O", "H", "H", "H", "H", "H", "H", "H", "H", "C", "C", "C", "O", "H", "H", "H", "H", "H", "H", "H", "H", "C", "C", "C", "O", "H", "H", "H", "H", "H", "H", "H", "H", "C", "C", "C", "O", "H", "H", "H", "H", "H", "H", "H", "H"],
  "coordinates": [[2.95, -1.17, 0.85], [1.48, -0.85, 0.57], [0.52, -1.74, 0.98], [-0.85, -1.42, 0.71], [-1.83, -2.26, 1.10], [-3.18, -1.48, 0.53], [-2.55, -0.16, -0.17], [-1.22, -0.22, -0.01], [-0.19, 0.69, -0.44], [1.11, 0.39, -0.13], [2.37, 1.57, -0.63], [3.40, -1.34, -0.15], [3.07, -2.13, 1.39], [3.45, -0.33, 1.35], [0.86, -2.63, 1.52], [-0.47, 1.60, -0.99], [2.38, 1.41, -1.98], [6.54, -0.52, -2.07], [7.02, -1.80, -1.40], [7.93, -2.59, -2.33], [5.90, -2.60, -1.04], [5.96, -0.74, -2.97], [5.88, 0.04, -1.39], [7.37, 0.13, -2.34], [7.55, -1.56, -0.48], [7.40, -2.88, -3.24], [8.26, -3.51, -1.84], [8.81, -2.01, -2.61], [5.41, -2.82, -1.84], [5.96, -2.63, 4.23], [4.53, -2.12, 4.29], [3.97, -2.22, 5.70], [3.71, -2.89, 3.40], [6.02, -3.68, 4.53], [6.34, -2.56, 3.21], [6.61, -2.04, 4.88], [4.48, -1.09, 3.94], [3.96, -3.25, 6.05], [2.94, -1.86, 5.73], [4.56, -1.62, 6.40], [3.74, -3.81, 3.69], [-5.13, 2.10, -2.37], [-4.20, 1.90, -3.55], [-4.57, 0.66, -4.35], [-2.85, 1.78, -3.09], [-5.07, 1.25, -1.68], [-4.85, 2.98, -1.80], [-6.17, 2.21, -2.69], [-4.24, 2.78, -4.20], [-4.49, -0.24, -3.73], [-3.89, 0.53, -5.19], [-5.59, 0.73, -4.73], [-2.81, 1.01, -2.51], [-8.45, 2.42, 0.79], [-7.77, 3.45, -0.10], [-7.95, 4.86, 0.44], [-8.31, 3.36, -1.42], [-9.52, 2.61, 0.85], [-8.32, 1.42, 0.39], [-8.04, 2.45, 1.81], [-6.70, 3.22, -0.18], [-9.01, 5.12, 0.48], [-7.46, 5.58, -0.22], [-7.52, 4.96, 1.44], [-9.25, 3.56, -1.37]],
  "nbo_charge": [-0.6477, 0.0030, -0.2176, 0.0877, -0.5721, 0.8907, -0.6345, 0.1456, -0.2273, -0.1396, -0.0233, 0.2280, 0.2541, 0.2211, 0.2368, 0.2483, 0.1421, -0.6318, 0.0948, -0.6293, -0.7183, 0.1961, 0.2223, 0.2099, 0.1749, 0.1970, 0.2175, 0.2099, 0.4578, -0.6304, 0.0948, -0.6292, -0.7263, 0.1973, 0.2217, 0.2102, 0.1774, 0.1973, 0.2188, 0.2110, 0.4622, -0.6385, 0.0968, -0.6286, -0.7296, 0.1998, 0.2122, 0.2249, 0.1731, 0.1972, 0.2143, 0.2094, 0.4670, -0.6291, 0.0918, -0.6290, -0.7213, 0.1961, 0.2177, 0.2104, 0.1812, 0.1959, 0.2185, 0.2104, 0.4587]
}

# 2
{
  "formula": "C19H38N2P2SV",
  "method": "ωB97M-V with the def2-TZVPD basis set",
  "mol_weight_g_mol": 439.49,
  "e_lumo_ev": [-6.144, -6.105],
  "relative_energy_kcal_mol": 12.0,
  "spin_multiplicity": 2,
  "s2": 0.76,
  "total_charge": 2,
  "homo_lumo_gap_ev": [7.94, 7.40],
  "species": ["V", "C", "C", "C", "C", "C", "C", "C", "C", "C", "C", "H", "H", "H", "H", "H", "H", "H", "H", "H", "H", "H", "H", "H", "H", "C", "P", "C", "C", "C", "P", "C", "C", "H", "H", "H", "H", "H", "H", "H", "H", "H", "H", "H", "H", "H", "H", "H", "H", "C", "N", "C", "S", "N", "C", "H", "H", "H", "H", "H", "H", "H", "H"],
  "coordinates": [[-0.55, 0.01, 0.08], [0.14, 2.68, 4.16], [1.05, 1.47, 3.91], [2.52, 1.87, 3.88], [0.63, 0.52, 2.78], [-0.70, 0.05, 2.67], [-0.98, -1.18, 2.05], [0.06, -1.97, 1.53], [-0.12, -3.44, 1.32], [1.31, -1.36, 1.39], [1.58, -0.12, 1.99], [0.45, 3.16, 5.09], [-0.91, 2.40, 4.29], [0.22, 3.43, 3.38], [0.93, 0.83, 4.79], [2.81, 2.40, 2.96], [3.19, 1.01, 4.00], [2.72, 2.55, 4.71], [-1.49, 0.55, 3.20], [-1.97, -1.60, 2.13], [0.07, -3.93, 2.27], [0.60, -3.84, 0.60], [-1.13, -3.69, 1.01], [2.12, -1.92, 0.94], [2.60, 0.25, 1.96], [-2.61, 0.90, -2.47], [-0.80, 0.76, -2.23], [-0.25, 0.00, -3.79], [-0.27, 2.50, -2.46], [-0.92, 3.30, -1.34], [-0.59, 2.47, 0.27], [1.01, 3.24, 0.68], [-1.83, 3.29, 1.32], [-2.82, 1.66, -3.23], [-3.13, 1.18, -1.55], [-3.01, -0.05, -2.80], [-0.71, 0.54, -4.61], [-0.55, -1.04, -3.85], [0.83, 0.08, -3.89], [-0.56, 2.86, -3.45], [0.82, 2.53, -2.40], [-2.00, 3.35, -1.49], [-0.55, 4.32, -1.30], [0.89, 4.33, 0.72], [1.73, 3.00, -0.10], [1.40, 2.89, 1.62], [-1.65, 4.37, 1.34], [-1.82, 2.92, 2.34], [-2.82, 3.11, 0.90], [-0.24, -5.29, -2.82], [-0.91, -4.06, -2.37], [-0.41, -2.94, -1.88], [-1.56, -1.89, -1.08], [0.88, -2.64, -2.01], [1.87, -3.18, -2.95], [-0.80, -6.14, -2.44], [0.77, -5.35, -2.42], [-0.20, -5.35, -3.91], [-1.92, -4.11, -2.31], [1.15, -1.81, -1.52], [1.39, -3.57, -3.84], [2.49, -3.96, -2.50], [2.53, -2.37, -3.26]],
  "nbo_charge": [0.6747, -0.6022, -0.2945, -0.6144, 0.1848, -0.2786, -0.3367, 0.0214, -0.6438, -0.2631, -0.2490, 0.2471, 0.2079, 0.2026, 0.2465, 0.2019, 0.2248, 0.2466, 0.2521, 0.2533, 0.2628, 0.2229, 0.2434, 0.2495, 0.2576, -0.9442, 0.9378, -0.9356, -0.7267, -0.6986, 0.8850, -0.9346, -0.9473, 0.2592, 0.2394, 0.2691, 0.2600, 0.2453, 0.2487, 0.2578, 0.2378, 0.2446, 0.2611, 0.2580, 0.2471, 0.2496, 0.2597, 0.2476, 0.2517, -0.4239, -0.5577, 0.4017, -0.2084, -0.5786, -0.4223, 0.2405, 0.2172, 0.2258, 0.4293, 0.4065, 0.2260, 0.2226, 0.2310]
}

# 3
{
  "formula": "C19H38N8S2Si2TeTi",
  "method": "ωB97M-V with the def2-TZVPD basis set",
  "mol_weight_g_mol": 674.34,
  "e_lumo_ev": [-10.232, -10.242],
  "relative_energy_kcal_mol": 0.0,
  "spin_multiplicity": 2,
  "s2": 0.76,
  "total_charge": 3,
  "homo_lumo_gap_ev": [6.23, 6.19],
  "species": ["Ti", "C", "C", "N", "N", "C", "N", "S", "C", "C", "C", "C", "C", "N", "H", "H", "H", "H", "H", "H", "H", "H", "H", "H", "C", "C", "N", "N", "C", "S", "N", "N", "H", "H", "H", "H", "H", "H", "C", "Si", "C", "C", "C", "Te", "C", "Si", "C", "C", "C", "H", "H", "H", "H", "H", "H", "H", "H", "H", "H", "H", "H", "H", "H", "H", "H", "H", "H", "H", "H", "H", "H"],
  "coordinates": [[0.71, 0.09, 0.52], [-0.60, -1.52, -3.18], [-0.38, -1.20, -1.74], [0.73, -0.70, -1.29], [1.87, -0.71, -2.06], [3.00, -1.04, -1.39], [4.10, -1.29, -2.06], [2.96, -1.06, 0.32], [-1.31, -1.56, -0.67], [-2.48, -2.27, -0.87], [-3.15, -2.80, 0.23], [-2.64, -2.59, 1.50], [-1.50, -1.81, 1.63], [-0.84, -1.29, 0.59], [-0.07, -2.43, -3.46], [-1.65, -1.66, -3.40], [-0.24, -0.70, -3.80], [1.78, -0.91, -3.05], [4.14, -1.33, -3.07], [4.95, -1.53, -1.56], [-2.85, -2.44, -1.87], [-4.05, -3.38, 0.09], [-3.10, -3.02, 2.37], [-1.08, -1.62, 2.61], [-1.64, 3.09, 4.63], [-1.86, 3.04, 3.17], [-2.71, 3.74, 2.50], [-2.58, 3.35, 1.21], [-1.66, 2.41, 1.04], [-1.15, 1.63, -0.37], [-1.18, 2.19, 2.29], [-0.17, 1.27, 2.55], [-2.35, 3.79, 5.07], [-0.63, 3.43, 4.88], [-1.79, 2.11, 5.09], [-3.18, 3.76, 0.50], [0.61, 1.78, 2.97], [-0.50, 0.62, 3.25], [3.29, 4.99, -2.56], [1.48, 4.87, -2.05], [0.57, 6.49, -1.90], [0.58, 3.63, -3.17], [1.51, 4.07, -0.27], [2.35, 2.10, -0.42], [3.89, 2.31, 1.06], [3.47, 2.32, 2.93], [2.12, 3.61, 3.28], [5.07, 2.68, 3.81], [2.73, 0.62, 3.39], [3.38, 5.19, -3.63], [3.82, 4.06, -2.36], [3.80, 5.80, -2.04], [0.39, 6.93, -2.88], [1.16, 7.22, -1.33], [-0.39, 6.39, -1.40], [0.79, 3.84, -4.22], [-0.50, 3.67, -3.04], [0.90, 2.60, -2.97], [0.52, 4.01, 0.16], [2.16, 4.65, 0.39], [4.41, 3.23, 0.79], [4.58, 1.49, 0.85], [2.59, 4.56, 3.54], [1.52, 3.34, 4.15], [1.47, 3.82, 2.42], [5.43, 3.69, 3.57], [5.86, 1.98, 3.54], [4.95, 2.64, 4.90], [1.92, 0.28, 2.74], [2.35, 0.64, 4.42], [3.51, -0.15, 3.37]],
  "mulliken_spin": [0.9788, -0.0019, 0.0410, -0.0331, 0.0043, 0.0003, -0.0037, -0.0225, 0.0016, 0.0070, -0.0010, 0.0114, 0.0243, 0.0183, 0.0033, 0.0009, 0.0010, 0.0011, 0.0001, -0.0001, 0.0007, 0.0000, 0.0000, -0.0091, 0.0002, 0.0008, -0.0004, -0.0007, 0.0099, -0.0238, 0.0122, -0.0070, 0.0000, -0.0001, -0.0001, 0.0000, -0.0077, 0.0006, -0.0008, -0.0018, -0.0001, -0.0004, 0.0032, -0.0343, 0.0095, 0.0013, 0.0008, 0.0002, -0.0099, 0.0000, 0.0003, -0.0002, 0.0001, 0.0000, 0.0000, 0.0001, -0.0003, 0.0006, 0.0010, 0.0007, -0.0010, 0.0018, -0.0001, 0.0000, 0.0008, 0.0002, 0.0002, 0.0001, 0.0200, 0.0003, 0.0007]
}

Calculated total energy readings, ordered: -1953.5747 -2880.6773 -3676.8825 Ha